Entry 1:
A structure of composition C11H14ClLuN2O6Pb, computed with ωB97M-V/def2-TZVPD.

```
36
C11H14ClLuN2O6Pb | the Open Molecules 2025 dataset | ωB97M-V/def2-TZVPD
Lu 4.655 0.046 -0.868
Cl 3.421 1.968 -1.785
C 4.575 -1.365 -2.664
C 6.334 1.228 0.124
H 5.554 -1.856 -2.786
H 3.813 -2.154 -2.545
H 4.334 -0.820 -3.593
H 7.306 0.727 0.011
H 6.143 1.371 1.200
H 6.391 2.234 -0.325
Pb 1.739 0.398 0.404
C 0.877 1.523 2.142
C 3.565 -1.055 0.776
H 1.348 1.177 3.076
H 1.154 2.570 1.927
H -0.217 1.397 2.166
H 3.710 -0.846 1.851
H 3.107 -2.058 0.708
O -0.599 1.361 -0.948
C -0.981 0.209 -0.643
O -0.163 -0.766 -0.351
C -2.436 -0.064 -0.415
C -2.818 -1.199 0.311
C -4.161 -1.381 0.699
C -5.156 -0.461 0.332
C -4.770 0.663 -0.416
C -3.418 0.864 -0.788
N -5.787 1.607 -0.807
O -6.969 1.371 -0.467
O -5.448 2.611 -1.468
N -4.483 -2.523 1.513
O -3.534 -3.279 1.844
O -5.668 -2.719 1.852
H -2.082 -1.923 0.648
H -6.202 -0.626 0.600
H -3.136 1.767 -1.316
```

Its total charge is -2. The calculation puts the LUMO energy (spin up / spin down) at 3.0 / 3.0 eV. The HOMO-LUMO gap (spin up / spin down) comes out at 0.0841 / 0.0838 Ha.

Entry 2:
A structure of composition C22H45BaN5O3S6Si, computed with ωB97M-V/def2-TZVPD.

```
83
C22H45BaN5O3S6Si | the Open Molecules 2025 dataset | ωB97M-V/def2-TZVPD
Ba -0.371 -2.314 -2.032
N -0.668 -4.511 -3.425
C 0.120 -4.334 -4.641
C 1.517 -3.865 -4.250
N 1.531 -2.566 -3.565
C 1.547 -1.521 -4.584
C 1.309 -0.098 -4.084
N 0.120 -0.012 -3.237
C 2.672 -2.521 -2.639
C 2.607 -1.543 -1.467
N 1.491 -1.855 -0.581
H -0.137 -5.125 -2.786
H -1.549 -4.969 -3.623
H -0.385 -3.611 -5.291
H 0.239 -5.263 -5.216
H 2.173 -3.845 -5.136
H 1.909 -4.626 -3.576
H 0.753 -1.756 -5.300
H 2.502 -1.545 -5.140
H 1.236 0.544 -4.970
H 2.174 0.254 -3.524
H -0.654 0.405 -3.744
H 0.348 0.642 -2.467
H 3.606 -2.344 -3.198
H 2.748 -3.510 -2.184
H 2.515 -0.504 -1.771
H 3.579 -1.635 -0.963
H 1.453 -1.164 0.165
H 1.641 -2.762 -0.134
C -0.877 -0.468 2.924
C -1.691 0.435 1.995
C -2.448 1.486 2.816
C -2.722 -0.411 1.235
O -0.786 1.069 1.075
Si 0.060 2.466 1.331
S 1.668 2.589 0.073
O 0.420 2.422 2.944
C 1.069 3.318 3.825
C 1.965 4.325 3.104
C 1.913 2.461 4.772
C -0.009 4.073 4.610
O -0.987 3.771 1.275
C -1.631 4.380 0.161
C -0.667 5.316 -0.575
C -2.193 3.340 -0.812
C -2.785 5.202 0.741
H -1.526 -0.946 3.659
H -0.122 0.127 3.438
H -0.387 -1.250 2.340
H -3.128 0.994 3.514
H -3.027 2.138 2.158
H -1.748 2.103 3.376
H -3.406 -0.841 1.969
H -2.284 -1.242 0.676
H -3.288 0.200 0.531
H 2.698 3.804 2.491
H 2.477 4.961 3.830
H 1.361 4.945 2.438
H 2.649 1.905 4.189
H 1.272 1.745 5.288
H 2.430 3.079 5.510
H -0.648 4.610 3.907
H 0.442 4.781 5.308
H -0.627 3.366 5.169
H 0.205 4.755 -0.901
H -0.329 6.107 0.099
H -1.157 5.766 -1.443
H -1.395 2.712 -1.209
H -2.705 3.834 -1.640
H -2.903 2.688 -0.302
H -2.397 5.973 1.408
H -3.451 4.552 1.312
H -3.355 5.674 -0.063
S 0.812 -9.246 3.227
C 0.693 -7.926 2.217
S 1.393 -7.854 0.650
C 0.941 -6.199 0.220
C 0.189 -5.538 1.139
S -0.454 -3.947 1.099
S -0.144 -6.476 2.610
S 1.513 -5.609 -1.286
N -4.006 -1.678 -2.695
C -2.909 -1.886 -2.362
```

Its total charge is -2. The calculation puts the LUMO energy at 3.3 eV. The HOMO-LUMO gap comes out at 0.1698 Ha.

Entry 3:
A structure of composition C28H28MoN2O5PS7, computed with ωB97M-V/def2-TZVPD.

```
72
C28H28MoN2O5PS7 | the Open Molecules 2025 dataset | ωB97M-V/def2-TZVPD
Mo -0.726 0.242 0.250
C 3.522 3.674 2.208
C 3.461 2.162 2.154
O 3.151 1.680 0.818
P 1.820 2.054 0.063
S 1.272 0.409 -1.067
S 0.221 2.362 1.271
O 2.043 3.329 -0.820
C 3.206 3.522 -1.666
C 3.188 2.586 -2.859
H 3.628 3.997 3.242
H 2.600 4.105 1.816
H 4.365 4.052 1.633
H 2.705 1.773 2.844
H 4.427 1.706 2.381
H 4.107 3.387 -1.059
H 3.126 4.564 -1.983
H 3.494 1.576 -2.585
H 3.873 2.962 -3.615
H 2.187 2.556 -3.286
O -8.819 -0.010 -0.626
C -7.802 -0.371 0.143
O -7.921 -1.144 1.054
C -6.444 0.193 -0.188
C -6.054 0.514 -1.484
C -4.756 0.922 -1.737
C -3.859 1.010 -0.683
S -2.182 1.483 -0.959
C -4.247 0.730 0.625
C -5.537 0.307 0.864
H -8.612 0.661 -1.291
H -6.741 0.421 -2.313
H -4.443 1.172 -2.739
H -3.536 0.874 1.436
H -5.865 0.048 1.860
O -0.359 -0.753 1.564
C -0.215 -1.780 2.485
C -1.353 -2.725 2.154
C -1.349 -4.031 1.779
C -2.639 -4.490 1.419
C -3.591 -3.530 1.508
S -2.955 -2.035 2.076
C -0.344 -1.234 3.884
C -0.258 0.080 4.240
C -0.388 0.263 5.632
C -0.573 -0.915 6.297
S -0.602 -2.269 5.254
C 1.142 -2.403 2.256
C 1.634 -2.773 1.036
C 2.930 -3.318 1.124
C 3.398 -3.340 2.400
S 2.280 -2.698 3.526
H -0.466 -4.643 1.769
H -2.837 -5.500 1.114
H -4.640 -3.615 1.313
H -0.110 0.878 3.526
H -0.331 1.226 6.106
H -0.692 -1.058 7.354
H 1.082 -2.663 0.115
H 3.487 -3.689 0.284
H 4.343 -3.706 2.751
S -1.814 -1.789 -1.085
C -0.748 -2.209 -2.326
N -1.226 -2.872 -3.424
C -0.426 -3.164 -4.464
C 0.904 -2.829 -4.413
C 1.353 -2.223 -3.227
N 0.546 -1.919 -2.241
H -2.208 -3.131 -3.433
H -0.870 -3.664 -5.314
H 1.571 -3.041 -5.231
H 2.395 -1.984 -3.069
```

Its total charge is +2. The calculation puts the LUMO energy (spin up / spin down) at -7.5 / -7.9 eV. The HOMO-LUMO gap (spin up / spin down) comes out at 0.2128 / 0.1982 Ha. The spin multiplicity is 2.

Number 1: largest force on an atom 0.0527 hartree/bohr. Number 2: largest force on an atom 0.0835 hartree/bohr. Number 3: largest force on an atom 0.0909 hartree/bohr.